ORCA calculation (ωB97M-V/def2-TZVPD) on 9 unconnected molecules or ions with the total composition C28H75F2N4O20S2 at a distorted geometry.

XYZ file:
```
131
C28H75F2N4O20S2, DFT ωB97M-V/def2-TZVPD
N -1.502 2.540 0.357
S -0.541 1.377 -0.103
O -1.079 0.090 -0.444
O 0.790 1.505 0.419
F -0.274 2.012 -1.559
S -2.467 1.679 1.411
O -1.839 0.694 2.269
O -3.795 1.437 0.949
F -2.679 2.833 2.515
C -5.379 0.223 4.829
O -4.092 -0.355 5.013
C -4.159 -1.720 5.410
C -2.737 -2.217 5.719
N -1.928 -2.282 4.526
C -0.645 -2.925 4.769
C 0.170 -3.018 3.464
O 0.587 -1.729 3.092
C 1.303 -1.801 1.877
H -5.094 1.248 4.591
H -5.947 0.281 5.762
H -5.946 -0.242 4.022
H -4.683 -2.197 4.572
H -4.826 -1.887 6.266
H -2.884 -3.224 6.123
H -2.376 -1.629 6.573
H -1.795 -1.398 4.053
H -0.839 -3.939 5.124
H -0.014 -2.332 5.444
H -0.516 -3.420 2.711
H 0.963 -3.727 3.728
H 2.297 -2.252 1.953
H 1.400 -0.775 1.532
H 0.762 -2.335 1.088
C -0.663 -1.582 -2.832
O -0.196 -2.371 -3.916
C -1.039 -3.449 -4.227
C -0.804 -4.568 -3.167
N -0.759 -5.921 -3.723
C -1.910 -6.355 -4.510
C -3.260 -6.302 -3.753
O -4.200 -7.224 -4.243
C -5.448 -7.166 -3.609
H -0.550 -2.202 -1.941
H -1.655 -1.156 -2.998
H -0.036 -0.702 -2.701
H -0.791 -3.834 -5.218
H -2.082 -3.117 -4.275
H -1.594 -4.481 -2.409
H 0.140 -4.385 -2.656
H -0.487 -6.549 -2.980
H -1.694 -7.375 -4.830
H -2.045 -5.775 -5.423
H -3.636 -5.275 -3.807
H -3.005 -6.496 -2.704
H -5.883 -6.170 -3.753
H -5.367 -7.359 -2.535
H -6.111 -7.892 -4.077
C 2.815 0.714 -2.082
O 3.575 -0.293 -1.450
C 3.737 -1.496 -2.146
C 5.040 -1.547 -2.955
N 6.168 -1.949 -2.046
C 7.405 -2.117 -2.779
C 8.518 -2.405 -1.762
O 9.602 -3.078 -2.451
C 10.327 -2.282 -3.355
H 2.767 1.578 -1.427
H 1.785 0.376 -2.225
H 3.251 0.914 -3.065
H 2.908 -1.564 -2.862
H 3.702 -2.394 -1.529
H 5.271 -0.538 -3.312
H 4.963 -2.247 -3.787
H 6.139 -1.158 -1.412
H 7.650 -1.214 -3.357
H 7.346 -2.914 -3.520
H 8.277 -3.256 -1.127
H 8.907 -1.568 -1.180
H 9.686 -2.052 -4.215
H 11.212 -2.778 -3.750
H 10.617 -1.315 -2.929
C 1.750 5.124 -2.129
C 2.699 4.405 -3.085
O 3.773 5.262 -3.456
O 1.006 6.094 -2.880
H 2.358 5.661 -1.392
H 1.198 4.392 -1.541
H 2.172 4.138 -4.004
H 3.006 3.514 -2.531
H 4.379 4.800 -4.040
H 1.718 6.516 -3.376
C -0.056 6.494 4.552
C 0.228 7.716 3.651
O 0.872 7.366 2.440
O -0.943 5.628 3.856
H -0.543 6.858 5.460
H 0.774 5.847 4.853
H 0.865 8.353 4.267
H -0.756 8.158 3.480
H 0.216 6.865 1.925
H -0.580 5.503 2.967
C -1.616 6.259 0.077
C -3.022 5.642 -0.104
O -2.951 4.416 -0.854
O -0.837 5.528 1.021
H -1.668 7.234 0.565
H -1.135 6.270 -0.903
H -3.716 6.304 -0.620
H -3.424 5.428 0.892
H -2.363 3.721 -0.463
H -0.886 4.571 0.907
C -5.842 -0.148 -1.300
C -6.390 -0.418 0.070
O -7.721 -0.910 0.033
O -5.734 -1.388 -2.030
H -4.859 0.320 -1.272
H -6.454 0.574 -1.851
H -6.298 0.483 0.682
H -5.734 -1.064 0.666
H -7.745 -1.599 -0.632
H -6.615 -1.744 -2.159
C 2.117 1.069 4.593
C 2.718 1.988 3.499
O 2.981 1.301 2.289
O 0.743 0.863 4.310
H 2.249 1.518 5.577
H 2.559 0.071 4.519
H 3.691 2.403 3.785
H 2.089 2.859 3.301
H 2.253 1.402 1.660
H 0.641 0.129 3.683
```

## Properties
* total charge: -1
* relative energy (zero: lowest compared OMol25 entry of this formula, charge and spin): 0.0 kcal/mol
* frontier orbital gap: 8.6176 eV



ORCA calculation (ωB97M-V/def2-TZVPD) on 8 unconnected molecules or ions with the total composition C28H75N3O16 at a distorted geometry.

XYZ file:
```
122
C28H75N3O16, DFT ωB97M-V/def2-TZVPD
C 15.881 12.005 6.943
O 15.834 12.729 8.187
C 17.158 13.153 8.467
C 17.336 13.621 9.934
N 17.161 12.476 10.803
C 17.346 12.807 12.193
C 17.266 11.690 13.102
O 16.031 11.070 13.077
C 16.069 9.856 13.756
H 14.975 12.185 6.402
H 15.990 10.948 7.229
H 16.667 12.425 6.317
H 17.426 13.988 7.785
H 17.925 12.375 8.250
H 16.804 14.538 10.128
H 18.385 13.879 9.955
H 16.240 12.033 10.620
H 16.682 13.627 12.491
H 18.387 13.212 12.291
H 17.461 12.069 14.124
H 17.976 10.944 12.731
H 15.034 9.525 13.950
H 16.643 9.923 14.721
H 16.590 9.114 13.133
C 10.140 9.478 11.867
O 9.862 10.700 11.097
C 8.728 10.579 10.263
C 8.943 11.528 9.113
N 9.116 12.890 9.555
C 9.367 13.924 8.585
C 9.489 15.246 9.347
O 10.154 16.129 8.492
C 10.316 17.430 8.994
H 11.223 9.443 12.102
H 9.824 8.686 11.235
H 9.435 9.491 12.654
H 7.805 10.806 10.805
H 8.643 9.584 9.820
H 7.997 11.566 8.512
H 9.794 11.124 8.452
H 9.852 13.043 10.205
H 8.591 13.999 7.838
H 10.382 13.802 8.077
H 10.086 15.155 10.277
H 8.424 15.552 9.542
H 9.458 18.030 8.754
H 11.170 17.864 8.513
H 10.483 17.431 10.095
C 15.063 13.563 15.615
O 14.034 14.500 15.339
C 13.545 15.323 16.438
C 12.240 14.802 17.042
N 12.223 13.381 17.255
C 11.760 12.633 16.068
C 12.098 11.140 16.224
O 12.241 10.541 14.930
C 12.310 9.131 14.990
H 15.127 13.376 16.709
H 16.004 13.885 15.192
H 14.676 12.637 15.187
H 13.449 16.352 16.173
H 14.285 15.302 17.224
H 11.379 15.166 16.398
H 12.178 15.225 18.078
H 11.475 13.322 17.976
H 12.292 13.086 15.222
H 10.690 12.847 15.900
H 11.397 10.557 16.771
H 13.050 11.143 16.796
H 12.332 8.671 13.972
H 11.449 8.735 15.549
H 13.189 8.642 15.484
O 7.977 13.150 12.827
C 8.224 14.486 12.673
C 9.649 14.722 13.162
O 10.606 14.051 12.327
H 8.559 12.668 12.237
H 8.071 14.848 11.666
H 7.501 15.022 13.301
H 9.830 14.478 14.193
H 9.890 15.740 12.961
H 10.873 13.238 12.744
O 15.241 17.840 8.335
C 15.033 16.556 7.843
C 13.583 16.167 7.514
O 12.842 17.207 6.891
H 14.656 18.000 9.086
H 15.687 16.439 7.008
H 15.416 15.741 8.568
H 12.962 15.937 8.407
H 13.503 15.279 6.861
H 13.369 17.995 6.776
O 14.105 17.604 10.812
C 13.111 16.841 11.485
C 13.748 15.699 12.195
O 14.746 16.133 13.110
H 14.936 17.513 11.323
H 12.657 17.451 12.229
H 12.345 16.594 10.808
H 14.193 15.035 11.473
H 12.886 15.178 12.703
H 14.728 15.509 13.836
O 15.079 8.678 10.382
C 14.211 7.696 9.788
C 13.723 6.897 11.036
O 13.151 7.842 11.907
H 14.536 9.497 10.532
H 13.448 8.293 9.230
H 14.855 7.139 9.130
H 14.690 6.543 11.486
H 12.967 6.149 10.890
H 13.576 8.665 11.762
O 14.120 13.194 10.137
C 12.788 12.746 10.544
C 12.873 11.953 11.876
O 13.752 10.855 11.717
H 14.290 13.106 9.196
H 12.060 13.566 10.648
H 12.367 12.078 9.807
H 11.878 11.626 12.191
H 13.185 12.695 12.641
H 14.530 11.067 12.273
```

## Properties
* total charge: 0
* structure (SMILES): COCCNCCOC.COCCNCCOC.COCCNCCOC.OCCO.OCCO.OCCO.OCCO.OCCO
* relative energy (zero: lowest compared OMol25 entry of this formula, charge and spin): 5.1 kcal/mol
* frontier orbital gap: 9.2704 eV



The highest total charge belongs to which entry? C28H75N3O16



Look up the frontier orbital gap of the first one. 8.6176 eV



The highest total charge belongs to which entry? C28H75N3O16



Which of these has the lowest total charge? C28H75F2N4O20S2